Computed, not measured: a molecular structure, C12H30KO8P2 at a distorted geometry, with the ωB97M-V functional and the def2-TZVPD basis.

Properties
LUMO level = -3.02 eV
ΔE to the lowest compared entry with this formula, charge and spin = 4.7 kcal per mole
gap between HOMO and LUMO = 0.366 hartree
max |F| = 0.037 hartree/bohr

```
! RIJCOSX wB97M-V def2-TZVPD def2/J DEFGRID3
* xyz 1 1
K 1.966 -9.195 1.681
C 5.904 -3.187 0.094
C 4.384 -3.307 -0.013
O 4.017 -4.589 0.580
P 2.534 -5.035 0.828
O 2.350 -6.450 1.178
O 1.730 -4.550 -0.454
C 1.442 -5.378 -1.582
C 1.844 -4.643 -2.839
O 2.041 -3.975 1.932
C 1.832 -4.338 3.312
C 1.440 -3.076 4.045
H 6.340 -4.126 0.429
H 6.385 -2.943 -0.854
H 6.177 -2.378 0.767
H 3.957 -2.588 0.683
H 3.989 -3.221 -1.018
H 1.875 -6.373 -1.461
H 0.364 -5.562 -1.627
H 2.920 -4.504 -2.968
H 1.532 -5.167 -3.745
H 1.385 -3.655 -2.870
H 1.031 -5.079 3.371
H 2.737 -4.829 3.682
H 2.059 -2.216 3.794
H 0.429 -2.781 3.759
H 1.484 -3.292 5.112
C -1.785 -9.724 7.056
C -1.069 -9.453 5.751
O 0.284 -9.077 5.989
P 0.950 -7.729 5.406
O 1.463 -7.887 4.031
O -0.049 -6.550 5.701
C -0.746 -6.306 6.950
C -0.855 -4.816 7.121
O 2.083 -7.466 6.500
C 3.343 -8.132 6.399
C 4.380 -7.173 5.809
H -1.829 -8.876 7.740
H -2.838 -9.987 6.928
H -1.333 -10.560 7.594
H -1.094 -10.376 5.174
H -1.647 -8.676 5.242
H -1.716 -6.797 6.995
H -0.127 -6.734 7.740
H -1.348 -4.603 8.068
H 0.146 -4.384 7.084
H -1.367 -4.327 6.291
H 3.633 -8.425 7.406
H 3.298 -9.034 5.785
H 4.514 -6.361 6.534
H 5.357 -7.613 5.636
H 3.944 -6.664 4.949
*
```